# 1
The following is a quantum chemistry calculation of a 2-piece molecular cluster, C4H13N4O overall at a distorted geometry, from the OMol25 dataset.

XYZ file:
```
22
Properties=species:S:1:pos:R:3:forces:R:3:mulliken_charge:R:1
O 1.0930 -0.7536 -0.5355 -0.049 -0.041 0.415 -0.556
N -1.6712 1.3395 0.9744 -1.301 -0.930 -0.813 -0.343
N -1.4444 0.1313 -1.1681 0.727 2.877 2.858 -0.120
N 3.0130 0.1617 0.1095 -0.306 1.159 -0.975 -0.396
N -3.1185 -0.3381 0.1658 -0.861 0.695 3.290 -0.405
C -0.5350 0.9694 -1.8927 -0.267 0.918 -3.926 -0.877
C -2.0677 0.4579 0.0341 1.110 -2.461 -2.984 0.668
C 1.9506 -1.4724 1.5864 2.352 0.613 -0.331 -1.103
C 1.9764 -0.6504 0.3078 -1.258 -0.967 -0.002 0.623
H -3.5137 -0.4685 1.0961 -0.039 -0.035 -0.552 0.207
H 0.2286 0.3528 -2.4695 -1.194 0.566 0.962 0.271
H -1.2422 1.4476 -2.7186 1.894 -0.282 1.518 0.284
H 2.8506 -2.1350 1.4691 -1.208 -0.218 0.075 0.328
H 3.2220 0.4970 -0.8037 -0.754 0.254 -0.922 0.243
H 2.2625 -0.9208 2.4843 -0.537 0.237 -0.254 0.371
H 0.9997 -1.9459 1.6887 -0.264 -0.578 0.113 0.290
H -3.5169 -0.8530 -0.5743 -0.187 -0.323 -0.826 0.225
H 3.8646 -0.0053 0.5075 2.263 -0.635 2.123 0.222
H -1.4654 -0.7588 -1.6109 -0.759 -0.893 0.675 0.287
H -0.7443 1.6698 0.9345 1.023 0.453 -0.051 0.220
H 0.0822 1.7228 -1.3963 -0.640 -0.161 0.445 0.324
H -2.2238 1.5519 1.8116 0.256 -0.249 -0.839 0.240
```
Forces are in eV/Å.

As for the net charge: +1. Its frontier orbital gap is 10.160 eV. The value obtained for the HOMO energy is -12.98 eV. The relative energy (zero: lowest compared OMol25 entry of this formula, charge and spin) comes out at 43.0 kcal per mole. The value obtained for the total energy is -12361.02174 eV.

***

# 2
The following is a quantum chemistry calculation of C32H50O22S6 as an isolated structure at a distorted geometry, from the OMol25 dataset.

XYZ file:
```
110
Properties=species:S:1:pos:R:3:forces:R:3:mulliken_spin:R:1
S 4.3475 0.9253 3.6344 -1.667 -0.207 -2.180 0.089
S 1.6520 3.7469 -3.3265 0.832 -0.937 -0.699 0.011
S -3.5939 -1.7080 2.9865 -1.534 -0.419 0.317 -0.154
S 1.1677 -0.6680 -0.0898 -2.306 -2.069 3.443 0.697
S -5.5173 2.5672 -0.7144 -0.100 0.961 0.574 -0.001
S 2.4907 -3.0668 -5.5377 -2.688 0.022 0.765 -0.018
O 0.2622 2.9446 -3.6013 0.285 1.826 0.137 -0.002
O 0.5846 0.8969 -0.0686 0.937 -1.803 0.610 0.033
O -3.2765 -1.5399 1.5905 -0.527 -0.889 0.959 0.061
O 2.5748 2.5254 -4.0802 -0.041 3.442 1.280 -0.001
O 4.8821 2.1009 2.9608 -0.321 -1.477 1.344 -0.019
O -3.1595 -0.2635 3.6162 -0.890 -0.606 -0.438 -0.001
O -6.2372 4.0432 -0.7982 -0.242 -1.140 -0.051 0.001
O -4.9278 -2.2236 3.4186 4.171 1.748 -1.047 0.021
O 1.1307 -2.5795 -5.1971 3.067 -0.871 -0.662 0.007
O -2.4096 -2.5512 3.7734 -4.744 -1.607 -1.936 0.007
O 2.9352 -2.9125 -6.8994 -0.008 -0.167 1.697 0.010
O 2.5954 -4.6239 -5.0838 0.257 0.956 -1.484 0.019
O 5.3757 0.4838 4.7634 -0.271 0.040 -0.408 -0.024
O -5.1845 2.9332 0.9683 1.156 -1.293 -1.429 -0.001
O 1.4293 -1.1671 1.3282 -0.299 2.108 -3.950 -0.348
O 1.8461 3.6679 -1.8927 0.195 0.722 -1.816 0.001
O 3.5303 -2.5126 -4.4439 0.026 0.040 -1.312 0.011
O -6.4514 1.4450 -0.9181 1.873 3.084 1.377 0.002
O -4.3399 2.5922 -1.5616 -1.249 0.054 1.633 -0.001
O 2.1345 -0.6561 -1.1345 0.650 0.383 0.134 -0.053
O 2.9708 0.9850 4.1630 2.475 -0.269 -0.585 -0.055
O 1.7722 5.0232 -4.0736 -0.572 -3.590 1.926 0.000
C -4.8089 -0.5396 -3.3242 -0.842 0.673 0.412 -0.004
C -3.2464 -1.9636 -2.1043 -1.456 1.436 -1.521 0.033
C -1.3731 -1.7601 4.0023 3.014 2.703 1.770 0.102
C -4.4179 -1.0868 -4.5079 -0.652 -0.249 -0.067 0.006
C 2.5420 -6.7178 -0.2703 1.949 -2.053 -0.138 -0.309
C -0.2063 -1.8429 -0.6739 1.172 1.295 0.201 0.189
C 1.6720 -4.6019 0.3418 -0.290 -0.057 0.288 -0.429
C -1.7982 1.0703 0.1855 1.281 0.544 0.438 0.089
C -1.9112 -0.3402 4.3069 -0.211 -0.839 0.760 0.074
C -4.7758 4.3266 1.1729 -1.446 -0.492 -0.922 0.002
C 1.4525 -5.9648 0.0663 -0.920 1.688 0.047 0.494
C -1.7581 6.7078 0.3026 -1.239 2.198 -0.450 0.001
C 6.0461 -1.7566 5.5802 -0.526 0.233 -0.603 0.072
C -2.9052 -2.5212 -3.3436 0.555 -0.293 1.452 0.049
C -1.0559 5.4216 2.1643 0.158 0.298 1.078 0.007
C 4.5160 -0.5248 2.4282 -0.623 0.904 0.515 -0.013
C -5.6073 5.0353 0.0540 0.763 -0.274 0.030 0.002
C 3.9439 -4.8165 -0.3350 1.088 1.272 -0.141 -0.120
C 4.9867 -0.6471 5.5819 1.180 -0.524 1.178 0.095
C -2.2221 7.7512 1.1413 0.634 -0.446 -0.337 0.000
C -0.4350 1.2559 0.8937 -1.039 -0.176 -0.389 -0.133
C 2.8979 -3.9951 0.1462 -0.706 -0.933 0.594 0.810
C 2.9544 -4.7187 -3.7232 -0.520 0.273 1.648 -0.129
C 3.7298 -3.4209 -3.3493 -0.796 -1.069 0.721 0.096
C 0.4403 1.5587 -3.6500 2.371 -1.854 -1.807 0.011
C -4.2408 -0.9123 -2.1323 1.445 -1.869 1.130 0.013
C -3.4749 -2.0758 -4.5025 0.112 0.189 -1.743 -0.007
C 3.8203 -6.1893 -0.4372 -1.128 0.185 -0.159 0.140
C 1.8686 1.3279 -4.3166 -0.229 0.960 -0.687 -0.001
C -1.6088 6.3788 2.9951 -0.064 0.279 0.218 -0.002
C -1.1467 5.5932 0.8054 0.131 -0.532 -0.682 -0.003
C -2.0962 7.5814 2.4791 -0.103 -0.937 1.650 0.001
H -1.7113 6.2323 4.0602 0.510 -0.109 0.159 -0.001
H 0.8779 -4.0622 0.8362 -0.182 0.298 0.048 0.179
H 4.9159 -4.3514 -0.4085 0.296 -0.045 -0.128 -0.039
H 4.0747 -0.2317 1.4755 0.183 0.487 0.090 -0.014
H -2.0810 0.0425 -0.0421 -0.033 0.119 0.429 -0.002
H -0.9717 -1.9227 0.0979 0.092 0.188 -0.128 -0.068
H -5.6509 0.1315 -3.4087 0.020 0.350 0.637 0.000
H -4.6082 -0.5398 -1.1876 0.030 0.257 0.013 -0.001
H 2.0540 -4.7413 -3.1092 -0.223 0.024 -0.095 0.029
H -0.9594 -2.1477 4.9333 0.785 0.102 -0.279 -0.107
H 4.0340 -1.0862 5.2858 -0.145 0.523 0.193 -0.073
H 3.4413 -5.6649 -3.4871 0.418 0.249 -0.518 0.030
H -0.6478 -1.6657 3.1942 0.105 -0.532 -0.131 -0.036
H 3.8979 -1.3788 2.7052 0.178 0.028 0.569 -0.054
H -0.4684 4.6245 2.5954 -0.298 -0.389 -0.040 -0.001
H 4.7749 -3.6332 -3.1237 0.037 0.479 -0.487 -0.001
H 0.5619 0.9972 -2.7237 -1.184 0.539 0.378 0.001
H 2.4118 -7.7897 -0.2493 0.115 -0.345 -0.284 -0.036
H -3.7404 4.6660 1.1427 0.460 -1.141 -0.702 0.002
H -5.0316 4.5752 2.2028 -0.784 -0.185 -0.164 -0.001
H 1.7950 1.2767 -5.4029 -0.274 -0.298 -0.078 0.001
H -2.3891 8.3244 3.2061 -0.235 0.236 -0.138 0.000
H 0.4876 -6.4253 0.2190 -0.079 0.065 0.068 -0.044
H 4.7129 -6.7538 -0.6632 -0.129 -0.446 0.017 0.038
H 3.0770 -3.0238 0.5831 0.072 0.310 -0.265 -0.158
H -0.7656 4.8180 0.1571 0.119 0.079 -0.241 0.003
H -2.5206 1.6064 0.8009 -0.442 -0.220 -0.325 -0.006
H 2.5693 0.5591 -3.9910 -0.863 -0.447 0.514 -0.003
H 7.0483 -1.3528 5.7241 -0.009 -0.042 -0.344 -0.001
H 5.9075 -2.3262 4.6612 0.650 -0.065 -0.081 -0.011
H -1.1661 0.3968 4.0073 -0.497 0.225 -0.202 -0.005
H -1.6162 1.5693 -0.7664 -0.602 0.200 -0.076 -0.003
H 3.2337 -3.0096 -2.4702 0.342 0.170 -0.030 -0.029
H -3.2074 -2.4130 -5.4931 0.350 -0.697 0.135 -0.002
H -1.9426 6.9200 -0.7402 0.407 -0.598 -0.350 0.000
H 5.5683 -0.7793 2.3024 -0.097 0.171 0.200 0.000
H 5.0340 -0.2467 6.5946 -0.897 0.080 -0.019 0.019
H 5.8669 -2.4511 6.4010 -0.232 0.104 0.091 -0.024
H -2.6192 8.7173 0.8668 -0.042 -0.177 -0.928 0.000
H 0.3080 -2.7951 -0.8042 0.177 0.116 0.140 0.032
H -2.2044 -3.3429 -3.3569 0.206 -0.020 -0.136 0.013
H -2.2006 -0.2291 5.3519 0.478 0.099 0.123 0.004
H -2.7650 -2.3308 -1.2100 -0.356 0.122 0.162 -0.053
H -0.3168 2.3108 1.1412 0.332 0.156 -0.545 -0.007
H -5.0307 -0.8381 -5.3617 0.482 0.054 -0.469 0.000
H -4.9119 5.5474 -0.6109 -0.275 0.510 0.246 0.000
H -0.2284 1.2277 -4.4446 -0.552 -0.465 0.949 0.001
H -6.3720 5.6599 0.5157 -0.077 -0.020 -0.570 0.000
H -0.5550 -1.4937 -1.6458 -0.144 0.129 0.207 -0.052
H -0.3365 0.8030 1.8803 0.280 -0.800 -0.300 0.059
```
Forces are in eV/Å.

As for the net charge: -1. Its frontier orbital gap (spin up / spin down) is 1.598 / 7.493 eV. Its spin multiplicity is 2. As for the expectation value of S²: 0.75. The value obtained for the HOMO energy (spin up / spin down) is 0.12 / -5.79 eV. The value obtained for the total energy is -144041.61676 eV.

***

# 3
The following is a quantum chemistry calculation of C41H48AsN6O2S4SeSiTi as an isolated structure at a distorted geometry, from the OMol25 dataset.

XYZ file:
```
105
Properties=species:S:1:pos:R:3:forces:R:3:mulliken_charge:R:1
Se 1.9043 -0.7292 -1.9668 -0.120 0.105 0.330 -0.467
As 2.4536 3.8452 1.1906 0.052 0.089 -0.031 0.506
Ti -1.1665 -0.9888 0.2324 -0.918 1.479 -0.394 0.093
S 1.7599 0.8073 -0.3326 -0.477 -0.094 0.142 0.497
S -0.4973 1.5840 1.4388 -0.305 -0.023 -0.172 -0.351
S -4.6604 0.2388 -0.0314 0.210 0.085 0.230 0.130
S -1.0735 -0.0391 -3.2925 0.086 -0.238 0.062 0.081
Si 3.8869 0.0529 -2.8550 0.004 -0.172 -0.169 0.622
O -3.1505 0.2331 -0.1143 -0.124 -0.176 -0.117 -0.493
O -1.3673 -0.5163 -1.8768 0.115 -0.187 -0.064 -0.237
N 4.3007 -1.7668 7.2967 0.003 -0.016 -0.017 -0.613
N -2.4663 -1.4674 1.9196 -0.254 0.317 0.232 0.821
N -4.0225 -0.8342 4.1418 -0.036 -0.015 -0.032 -0.562
N -0.0453 -1.3780 1.7866 0.147 -0.307 0.496 0.574
N -0.0913 -2.6263 -0.2729 0.419 -0.141 -0.342 0.699
N 1.8569 -4.4990 -1.0762 -0.143 -0.010 -0.122 -0.641
C 0.6951 -4.3089 -1.7646 0.095 -0.066 0.016 -0.783
C 4.1864 1.7715 -2.2355 0.039 0.098 -0.004 -1.145
C 2.0059 -3.7817 -0.0008 0.000 0.090 0.145 -0.302
C -2.7689 -0.4493 4.0536 0.105 0.032 0.056 -0.507
C 0.1915 3.6488 -2.1749 -0.017 0.013 0.013 -0.962
C -5.2954 1.3848 -1.2852 0.003 -0.009 -0.066 -0.975
C 2.0823 -1.9271 6.4048 -0.042 0.007 0.029 -0.498
C -4.4750 -1.6355 3.1661 -0.018 -0.003 -0.006 -0.859
C -4.8850 1.0831 -2.7186 -0.009 0.009 -0.004 -1.070
C 4.7343 -1.5226 6.0637 0.008 -0.007 -0.009 -0.399
C -3.7269 -1.9118 2.0468 -0.056 0.103 -0.101 -0.556
C 0.3497 -0.9822 4.0880 0.049 0.055 0.052 -0.983
C 0.1787 0.5854 0.3262 0.556 -0.526 -0.326 0.535
C -6.9722 -2.8664 -1.0923 0.043 -0.007 -0.037 -0.750
C 1.0767 -2.1361 1.6835 -0.077 0.039 0.255 -0.845
C 0.9821 3.9922 -3.2607 -0.004 -0.002 -0.024 -0.798
C 1.9494 -2.2127 2.7737 0.010 0.027 -0.187 -0.646
C -5.2198 -1.2682 -0.7927 -0.085 -0.125 0.044 0.533
C -4.3501 -2.0431 -1.5443 0.067 -0.013 -0.002 0.088
C 2.5390 -1.6601 5.1202 0.028 0.113 -0.076 0.015
C -3.4045 1.4106 -2.9436 0.037 -0.030 0.045 0.590
C -0.4730 2.4304 -2.1514 -0.036 0.009 -0.005 -0.422
C 2.2003 5.2932 2.4855 -0.006 0.016 0.027 -1.206
C -2.6924 0.4658 -3.9097 -0.028 0.129 -0.015 -0.984
C -6.5277 -1.6663 -0.5573 0.039 -0.068 -0.017 -1.023
C 1.6229 -1.5822 3.9601 -0.040 -0.055 0.047 0.621
C 2.9950 -1.9676 7.4469 -0.006 -0.008 0.025 -0.436
C 3.5972 -0.0429 -4.6991 0.086 0.021 -0.061 -1.221
C 1.1068 3.1273 -4.3426 -0.041 -0.016 0.007 -0.768
C 1.0420 -2.8596 0.4633 0.097 -0.163 -0.001 0.877
C -4.8044 -3.2433 -2.0729 -0.016 0.027 0.011 -1.268
C -0.2385 -3.3953 -1.3965 -0.010 0.144 0.025 -0.509
C -0.4843 -0.9272 3.0047 0.198 -0.282 -0.220 -0.348
C 3.9048 -1.4586 4.9555 0.027 0.001 0.004 -0.584
C 3.2322 2.5596 2.4556 -0.035 -0.007 -0.046 -1.142
C 5.1841 -1.1627 -2.3243 0.108 -0.004 0.044 -1.146
C 0.4598 1.9030 -4.3246 -0.036 0.085 0.024 -0.950
C -0.3248 1.5707 -3.2259 0.115 0.013 -0.005 1.532
C -6.1104 -3.6545 -1.8450 -0.035 0.018 0.022 -0.609
C 4.1470 4.4861 0.4307 0.024 -0.012 0.023 -1.065
C -1.9402 -0.8402 2.9950 0.296 -0.451 0.314 0.883
H 2.6583 -2.1777 8.4547 -0.018 -0.008 0.035 0.386
H 0.1044 4.3145 -1.3272 0.019 -0.006 0.016 0.502
H -2.9017 1.3233 -1.9826 -0.066 0.035 -0.040 -0.617
H -3.2942 2.4468 -3.2630 0.039 -0.025 -0.063 0.526
H 5.4056 -1.0580 -1.2613 -0.003 -0.013 0.033 0.253
H -4.9733 2.3747 -0.9569 0.008 0.014 0.023 0.547
H 4.5471 3.7347 -0.2490 0.006 0.059 0.014 0.176
H 4.0158 3.0377 3.0427 0.018 0.003 0.019 0.535
H 1.3884 5.0298 3.1632 -0.001 0.016 -0.005 0.322
H 0.5470 -4.9151 -2.6474 0.020 -0.011 -0.023 0.431
H 4.4502 1.7709 -1.1774 -0.005 -0.024 0.001 0.074
H -5.4700 -2.0441 3.2774 -0.039 0.015 0.010 0.423
H 3.1094 5.4595 3.0638 -0.001 0.006 0.001 0.391
H 4.8321 -2.1816 -2.4931 0.020 -0.024 -0.026 0.330
H 6.1127 -1.0260 -2.8814 0.038 0.016 -0.004 0.391
H 0.5656 1.2119 -5.1512 0.059 -0.060 -0.009 0.492
H 1.0361 -2.1284 6.5965 -0.005 0.018 0.010 0.471
H 2.8553 -2.7996 2.7061 0.011 -0.029 0.005 0.676
H -4.1265 -2.5044 1.2343 -0.014 0.056 -0.014 0.859
H -3.2400 -0.4646 -4.0711 -0.005 -0.026 0.018 0.541
H -1.0664 2.1523 -1.2912 0.034 -0.003 -0.018 0.455
H 4.8809 4.6868 1.2108 0.006 0.023 0.028 0.420
H -6.4577 -4.5949 -2.2488 -0.011 -0.021 -0.019 0.426
H -6.3740 1.3144 -1.1265 -0.042 0.043 -0.058 0.632
H 0.0210 -0.6152 5.0512 -0.020 -0.039 0.035 0.541
H -1.1202 -3.2153 -1.9999 0.028 -0.024 0.044 0.460
H -5.5184 1.6574 -3.3970 -0.030 0.000 0.025 0.505
H 4.4685 -0.4636 -5.2023 0.045 0.020 -0.034 0.441
H 1.7179 3.3997 -5.1921 0.024 0.012 -0.015 0.454
H 2.9242 -3.9091 0.5630 0.001 -0.010 0.010 0.425
H 4.3173 -1.2288 3.9816 0.002 0.014 -0.009 0.456
H -4.1409 -3.8557 -2.6676 0.030 -0.039 -0.005 0.494
H 3.6520 1.7094 1.9174 -0.005 -0.003 -0.005 0.291
H -3.3356 -1.6982 -1.7217 -0.095 -0.003 0.021 0.899
H -7.9859 -3.1919 -0.9095 -0.046 -0.019 -0.003 0.444
H 5.8002 -1.3630 5.9536 0.027 0.012 0.005 0.376
H 2.7421 -0.6757 -4.9378 -0.016 -0.035 -0.009 0.354
H 1.9326 6.2124 1.9650 -0.002 -0.013 0.007 0.377
H 3.9687 5.4002 -0.1354 -0.001 0.002 -0.005 0.372
H -2.4739 0.9023 -4.8859 -0.086 -0.012 -0.044 0.644
H 3.3005 2.3941 -2.3690 0.000 0.049 0.007 0.300
H -7.1887 -1.0600 0.0496 -0.009 0.021 0.038 0.499
H -5.0889 0.0298 -2.9275 0.009 0.087 -0.048 0.339
H 5.0131 2.2248 -2.7858 0.049 0.014 -0.029 0.644
H 3.4112 0.9461 -5.1184 -0.043 0.036 -0.013 0.294
H 2.4513 2.1939 3.1224 -0.016 -0.020 -0.001 0.295
H 1.5144 4.9338 -3.2637 -0.015 0.034 -0.005 0.418
H -2.3791 0.1869 4.8392 0.013 -0.027 0.049 0.460
```
Forces are in eV/Å.

As for the net charge: +1. Its frontier orbital gap (spin up / spin down) is 5.537 / 5.553 eV. The value obtained for the HOMO energy (spin up / spin down) is -8.53 / -8.54 eV. The relative energy (zero: lowest compared OMol25 entry of this formula, charge and spin) comes out at 4.4 kcal per mole. The value obtained for the total energy is -256846.23454 eV.